This record from the Open Molecules 2025 dataset describes 10 unconnected molecules or ions with the total composition C30H80O10. The level of theory is ωB97M-V with the def2-TZVPD basis set.

XYZ file:
```
120
Properties=species:S:1:pos:R:3
C -0.97 0.46 0.41
C 0.35 -0.35 0.46
C 1.61 0.37 0.86
O 0.08 -1.40 1.30
H -1.13 0.82 1.42
H -1.78 -0.19 0.08
H -0.87 1.36 -0.20
H 0.56 -0.73 -0.53
H 1.42 1.25 1.48
H 2.14 0.85 0.03
H 2.30 -0.28 1.39
H -0.04 -0.95 2.14
C 5.11 2.38 -0.89
C 5.33 1.74 0.51
C 4.81 2.54 1.71
O 4.73 0.49 0.51
H 4.05 2.42 -1.15
H 5.66 1.95 -1.72
H 5.46 3.42 -0.91
H 6.39 1.55 0.71
H 4.97 2.12 2.70
H 3.73 2.66 1.55
H 5.18 3.56 1.68
H 4.63 0.19 -0.39
C 0.61 1.22 -3.37
C 1.60 0.54 -4.31
C 2.84 1.44 -4.50
O 1.99 -0.67 -3.72
H 0.41 2.19 -3.84
H 1.03 1.34 -2.37
H -0.37 0.75 -3.26
H 1.09 0.44 -5.26
H 3.53 0.97 -5.21
H 3.35 1.74 -3.58
H 2.58 2.42 -4.88
H 1.30 -1.32 -3.88
C 4.54 -3.20 2.39
C 3.31 -2.72 3.22
C 2.49 -3.87 3.91
O 3.64 -1.78 4.23
H 5.30 -3.62 3.05
H 4.89 -2.32 1.86
H 4.37 -3.83 1.52
H 2.68 -2.25 2.47
H 3.00 -4.18 4.83
H 2.35 -4.71 3.24
H 1.51 -3.50 4.21
H 4.42 -1.29 3.97
C 2.22 0.32 6.59
C 1.67 0.81 5.30
C 2.59 1.73 4.50
O 1.36 -0.30 4.50
H 1.40 -0.13 7.15
H 2.63 1.15 7.16
H 3.08 -0.33 6.41
H 0.69 1.27 5.44
H 2.84 2.67 4.97
H 2.13 1.90 3.53
H 3.58 1.26 4.43
H 2.13 -0.87 4.53
C -1.84 5.80 3.73
C -1.52 5.10 2.35
C -1.24 3.67 2.52
O -2.67 5.16 1.57
H -1.91 6.89 3.73
H -1.05 5.50 4.41
H -2.79 5.32 3.98
H -0.64 5.45 1.82
H -0.41 3.49 3.20
H -0.95 3.26 1.55
H -2.10 3.05 2.77
H -2.60 4.46 0.91
C -5.59 -1.24 -3.76
C -5.60 -1.62 -2.28
C -4.78 -0.61 -1.36
O -6.92 -1.71 -1.75
H -6.25 -0.37 -3.87
H -5.82 -2.01 -4.50
H -4.58 -0.89 -3.97
H -5.16 -2.62 -2.28
H -3.73 -0.61 -1.62
H -4.91 -0.94 -0.33
H -5.21 0.33 -1.71
H -7.51 -2.01 -2.44
C -1.90 -5.46 -0.47
C -1.19 -4.72 0.65
C 0.25 -4.41 0.25
O -1.84 -3.54 1.02
H -1.45 -6.43 -0.66
H -1.83 -5.02 -1.47
H -2.96 -5.65 -0.29
H -1.18 -5.29 1.58
H 0.81 -4.01 1.09
H 0.30 -3.63 -0.52
H 0.72 -5.29 -0.18
H -1.20 -2.83 0.92
C -2.02 -3.03 -5.36
C -0.92 -2.29 -4.59
C -0.84 -2.63 -3.14
O 0.37 -2.64 -5.11
H -2.01 -2.75 -6.41
H -3.00 -2.77 -4.96
H -1.99 -4.11 -5.20
H -1.21 -1.27 -4.83
H -0.03 -2.19 -2.56
H -0.83 -3.72 -3.06
H -1.73 -2.32 -2.61
H 0.45 -3.59 -5.24
C -2.84 2.51 -2.58
C -3.32 3.58 -1.62
C -4.68 3.12 -1.03
O -2.38 3.66 -0.58
H -1.80 2.59 -2.92
H -3.51 2.47 -3.44
H -2.93 1.58 -2.02
H -3.40 4.56 -2.09
H -5.12 3.93 -0.45
H -4.50 2.27 -0.38
H -5.36 2.84 -1.84
H -1.62 4.15 -0.90
```

- spin multiplicity = 2
- E_LUMO (spin up / spin down) (eV) = -2.910 / -9.108
- charge = +1
- HOMO-LUMO gap (spin up / spin down) (eV) = 8.329 / 2.131
- energy above the lowest of the compared OMol25 structures with the same formula, charge and spin (eV) = 0.966
- expectation value of S² = 0.75
- largest force on an atom (eV/Å) = 3.415

Atomic partial charges in e from the Mulliken method, atoms 1 to 99:
1 C -1.000
2 C 1.177
3 C -0.273
4 O -0.337
5 H 0.199
6 H 0.209
7 H 0.318
8 H -0.408
9 H -0.244
10 H 0.064
11 H -0.059
12 H 0.222
13 C -1.400
14 C 0.506
15 C -1.094
16 O -0.409
17 H 0.217
18 H 0.416
19 H 0.449
20 H 0.261
21 H 0.252
22 H 0.114
23 H 0.442
24 H 0.276
25 C -0.762
26 C 0.751
27 C -1.347
28 O -0.671
29 H 0.543
30 H -0.101
31 H 0.182
32 H 0.279
33 H 0.396
34 H 0.116
35 H 0.404
36 H 0.085
37 C -1.413
38 C 1.578
39 C -1.521
40 O -0.515
41 H 0.358
42 H 0.322
43 H 0.384
44 H -0.646
45 H 0.427
46 H 0.365
47 H 0.351
48 H 0.259
49 C -1.386
50 C 0.341
51 C -0.750
52 O -0.405
53 H 0.366
54 H 0.379
55 H 0.311
56 H 0.271
57 H 0.476
58 H -0.080
59 H 0.248
60 H 0.348
61 C -1.257
62 C 0.642
63 C -1.322
64 O -0.149
65 H 0.375
66 H 0.378
67 H 0.392
68 H 0.297
69 H 0.445
70 H 0.214
71 H 0.450
72 H 0.497
73 C -1.388
74 C 0.365
75 C -0.261
76 O -0.559
77 H 0.470
78 H 0.398
79 H 0.199
80 H 0.245
81 H -0.184
82 H 0.390
83 H -0.001
84 H 0.314
85 C -1.293
86 C 0.796
87 C -0.960
88 O -0.595
89 H 0.397
90 H 0.073
91 H 0.378
92 H 0.208
93 H 0.186
94 H -0.009
95 H 0.484
96 H 0.430
97 C -1.585
98 C 0.569
99 C -0.504

---

This record from the Open Molecules 2025 dataset describes 12 unconnected molecules or ions with the total composition C30H84N6O12. The level of theory is ωB97M-V with the def2-TZVPD basis set.

XYZ file:
```
132
Properties=species:S:1:pos:R:3
C 1.31 -20.11 -0.26
C 2.17 -19.59 -1.40
C 3.62 -19.28 -0.97
O 2.35 -20.57 -2.40
H 1.76 -20.95 0.26
H 0.27 -20.42 -0.57
H 1.19 -19.31 0.47
H 1.73 -18.70 -1.86
H 3.69 -18.67 -0.07
H 4.13 -18.72 -1.79
H 4.20 -20.26 -0.92
H 1.62 -20.57 -3.00
C 2.23 -21.32 -7.63
C 0.98 -21.43 -8.54
C 0.33 -20.09 -8.75
O 1.32 -22.04 -9.83
H 2.54 -22.27 -7.25
H 1.92 -20.77 -6.75
H 3.01 -20.84 -8.21
H 0.19 -22.07 -8.12
H -0.44 -20.29 -9.49
H 1.09 -19.44 -9.17
H -0.12 -19.61 -7.89
H 2.10 -22.56 -9.65
C 0.45 -26.13 -7.09
C -0.06 -25.04 -7.98
C 0.27 -25.30 -9.40
O -1.50 -24.93 -7.79
H -0.07 -26.01 -6.10
H 1.52 -26.14 -7.03
H 0.22 -27.14 -7.44
H 0.46 -24.10 -7.72
H -0.11 -26.25 -9.73
H 1.35 -25.36 -9.54
H -0.11 -24.56 -10.13
H -1.86 -24.26 -8.37
C -1.93 -18.88 -2.12
C -2.76 -18.53 -3.35
C -3.17 -17.12 -3.31
O -1.97 -18.81 -4.49
H -2.56 -18.84 -1.21
H -1.20 -18.04 -2.03
H -1.35 -19.84 -2.16
H -3.66 -19.14 -3.35
H -3.87 -16.94 -2.51
H -3.66 -16.89 -4.25
H -2.29 -16.50 -3.16
H -2.38 -19.42 -5.13
C -0.87 -26.14 -1.42
C -1.43 -26.56 -2.73
C -0.94 -27.90 -3.24
O -2.86 -26.55 -2.53
H -1.56 -25.40 -1.03
H 0.12 -25.73 -1.34
H -0.91 -26.92 -0.66
H -1.29 -25.84 -3.53
H -1.24 -28.02 -4.27
H -1.34 -28.71 -2.62
H 0.15 -27.95 -3.32
H -3.21 -27.32 -3.01
C 1.40 -17.03 -6.11
C 1.55 -17.33 -4.60
C 2.88 -16.89 -3.97
O 0.56 -16.58 -3.83
H 1.09 -16.01 -6.31
H 0.52 -17.59 -6.45
H 2.26 -17.37 -6.65
H 1.27 -18.34 -4.39
H 3.80 -17.17 -4.49
H 2.95 -17.23 -2.98
H 3.03 -15.82 -3.97
H -0.24 -17.11 -3.92
C -3.39 -22.07 2.73
C -3.35 -22.34 1.23
C -2.20 -21.49 0.71
O -3.25 -23.76 1.00
H -3.80 -21.08 2.86
H -2.40 -22.23 3.16
H -4.13 -22.76 3.21
H -4.29 -21.97 0.79
H -2.14 -20.56 1.25
H -2.31 -21.23 -0.38
H -1.19 -21.91 0.99
H -2.71 -24.15 1.68
C 4.03 -23.53 -3.66
C 4.29 -24.03 -2.24
C 2.97 -24.06 -1.56
O 4.81 -25.41 -2.19
H 3.72 -22.50 -3.54
H 3.24 -24.11 -4.12
H 4.91 -23.53 -4.28
H 4.99 -23.34 -1.75
H 2.33 -24.72 -2.16
H 2.53 -23.02 -1.57
H 2.97 -24.39 -0.54
H 5.54 -25.41 -2.79
C 0.56 -23.06 -4.55
C -0.43 -21.92 -4.56
C -1.62 -22.26 -3.61
O 0.20 -20.64 -4.24
H 1.40 -22.87 -5.23
H 0.06 -23.98 -4.82
H 0.97 -23.12 -3.55
H -0.93 -21.88 -5.54
H -1.24 -22.35 -2.55
H -2.22 -23.17 -3.84
H -2.37 -21.46 -3.61
H -0.56 -20.03 -4.19
C -4.00 -21.58 -5.90
O -3.42 -20.49 -5.89
N -3.44 -22.70 -6.48
N -5.35 -21.64 -5.61
H -2.46 -22.68 -6.26
H -3.88 -23.56 -6.18
H -5.64 -20.70 -5.41
H -5.78 -22.43 -5.16
C -5.16 -24.86 -3.08
O -5.05 -24.18 -4.10
N -5.61 -26.10 -3.22
N -4.78 -24.45 -1.90
H -5.47 -26.71 -2.43
H -5.62 -26.57 -4.11
H -4.48 -25.11 -1.19
H -4.34 -23.57 -1.96
C -3.41 -27.41 -5.66
O -4.23 -28.11 -5.08
N -2.65 -27.85 -6.67
N -3.14 -26.15 -5.34
H -2.12 -27.28 -7.32
H -2.81 -28.81 -6.91
H -3.87 -25.69 -4.80
H -2.56 -25.55 -5.98
```

- E_LUMO (eV) = 0.452
- HOMO-LUMO gap (eV) = 10.230
- energy above the lowest of the compared OMol25 structures with the same formula, charge and spin (eV) = 0.000
- largest force on an atom (eV/Å) = 2.704

Atomic partial charges in e from the Mulliken method, atoms 1 to 99:
1 C -1.193
2 C 1.454
3 C -1.633
4 O -0.289
5 H 0.393
6 H -0.109
7 H 0.489
8 H -0.176
9 H 0.398
10 H 0.361
11 H 0.227
12 H 0.048
13 C -1.131
14 C 1.770
15 C -1.447
16 O -0.626
17 H 0.401
18 H -0.065
19 H 0.550
20 H -0.712
21 H 0.446
22 H 0.379
23 H 0.094
24 H 0.347
25 C -1.304
26 C 2.032
27 C -1.598
28 O -0.554
29 H 0.050
30 H 0.471
31 H 0.364
32 H -0.919
33 H 0.440
34 H 0.371
35 H 0.336
36 H 0.292
37 C -0.274
38 C 0.399
39 C -1.664
40 O -0.389
41 H 0.447
42 H 0.350
43 H -0.490
44 H 0.412
45 H 0.449
46 H 0.383
47 H 0.289
48 H 0.408
49 C -1.161
50 C 1.610
51 C -1.400
52 O -0.484
53 H 0.245
54 H 0.101
55 H 0.359
56 H -0.475
57 H 0.267
58 H 0.383
59 H 0.446
60 H 0.225
61 C -1.409
62 C 2.496
63 C -1.583
64 O -0.719
65 H 0.362
66 H 0.114
67 H 0.401
68 H -1.004
69 H 0.346
70 H 0.273
71 H 0.423
72 H 0.186
73 C -1.606
74 C 0.498
75 C -0.859
76 O -0.473
77 H 0.440
78 H 0.404
79 H 0.364
80 H 0.270
81 H 0.496
82 H -0.191
83 H 0.375
84 H 0.290
85 C -0.812
86 C 0.378
87 C -0.774
88 O -0.574
89 H -0.010
90 H 0.189
91 H 0.528
92 H 0.245
93 H -0.008
94 H 0.040
95 H 0.567
96 H 0.319
97 C 0.186
98 C 1.810
99 C -0.490

---

This record from the Open Molecules 2025 dataset describes 12 unconnected molecules or ions with the total composition C30H89N5O17. The level of theory is ωB97M-V with the def2-TZVPD basis set.

XYZ file:
```
141
Properties=species:S:1:pos:R:3
O 0.64 2.64 1.68
H -0.12 2.82 2.23
H 0.68 1.68 1.63
O 5.41 4.71 -0.44
H 4.86 4.02 -0.06
H 5.36 4.58 -1.38
O -5.96 -3.39 -0.85
H -6.62 -2.72 -0.69
H -6.12 -4.06 -0.19
O 1.46 2.28 -1.15
H 1.06 2.14 -0.29
H 2.30 1.83 -1.09
O 8.64 0.42 -0.66
H 8.14 1.24 -0.59
H 8.22 -0.06 -1.37
O 4.03 3.17 3.60
H 3.85 3.99 4.05
H 3.32 2.58 3.88
O 5.31 -2.72 -1.96
H 4.83 -3.33 -2.53
H 5.29 -1.89 -2.44
C -0.34 3.95 8.23
O -1.22 3.89 7.09
C -2.47 4.60 7.36
C -3.57 4.05 6.47
N -3.17 4.05 5.12
C -3.78 3.06 4.25
C -2.95 2.99 2.95
O -1.53 2.77 3.32
C -1.27 1.74 4.30
H -0.61 3.50 9.19
H -0.26 5.03 8.36
H 0.64 3.58 7.94
H -2.18 5.65 7.40
H -2.83 4.48 8.38
H -4.53 4.54 6.65
H -3.68 3.02 6.81
H -2.20 3.82 5.23
H -4.80 3.33 3.99
H -3.82 2.06 4.68
H -3.06 3.95 2.45
H -3.28 2.16 2.32
H -1.31 2.07 5.34
H -0.21 1.51 4.19
H -1.97 0.92 4.18
C -4.06 -7.98 2.99
O -3.51 -6.68 3.13
C -4.31 -5.72 3.83
C -3.47 -4.44 3.89
N -2.61 -4.46 5.06
C -1.74 -3.26 5.31
C -0.89 -2.96 4.06
O 0.00 -1.86 4.25
C 1.32 -2.24 4.69
H -3.37 -8.64 2.46
H -4.98 -7.89 2.41
H -4.39 -8.37 3.95
H -4.66 -6.03 4.81
H -5.08 -5.48 3.10
H -4.11 -3.57 4.02
H -2.96 -4.23 2.94
H -2.27 -5.40 5.18
H -1.05 -3.46 6.13
H -2.28 -2.37 5.62
H -1.31 -2.76 3.07
H -0.33 -3.86 3.80
H 1.81 -2.78 3.88
H 1.23 -2.99 5.47
H 1.87 -1.34 4.98
C 4.92 0.95 -0.43
O 3.63 0.60 0.08
C 3.72 0.61 1.50
C 2.41 -0.18 1.96
N 1.30 0.04 1.03
C 0.18 -0.86 1.24
C -1.01 -0.74 0.41
O -1.82 -1.77 0.86
C -3.12 -1.63 0.42
H 5.63 1.37 0.29
H 4.50 1.72 -1.07
H 5.41 0.08 -0.88
H 3.64 1.66 1.79
H 4.64 0.22 1.94
H 2.21 -0.02 3.02
H 2.74 -1.22 1.92
H 1.95 -0.08 0.26
H -0.13 -0.74 2.28
H 0.46 -1.90 1.13
H -0.56 -0.71 -0.59
H -1.38 0.26 0.66
H -3.32 -2.10 -0.55
H -3.55 -0.63 0.45
H -3.85 -2.19 1.02
C 2.99 3.10 -6.87
O 3.89 3.54 -5.86
C 3.25 4.19 -4.81
C 3.78 4.01 -3.41
N 5.05 4.63 -3.17
C 6.15 3.89 -3.82
C 7.43 4.79 -3.50
O 8.12 4.59 -2.29
C 8.67 3.27 -2.13
H 2.45 3.90 -7.37
H 2.27 2.35 -6.54
H 3.54 2.66 -7.70
H 2.17 4.06 -4.85
H 3.44 5.23 -5.08
H 3.86 2.97 -3.10
H 3.09 4.42 -2.67
H 4.84 5.53 -3.57
H 6.17 3.78 -4.91
H 6.21 2.90 -3.37
H 7.27 5.86 -3.61
H 8.21 4.53 -4.23
H 9.31 2.84 -2.91
H 7.86 2.54 -2.08
H 9.24 3.33 -1.20
C -1.33 -2.29 -3.59
O -2.50 -2.72 -4.27
C -2.16 -3.24 -5.56
C -3.44 -3.33 -6.39
N -4.52 -4.16 -5.85
C -5.76 -3.73 -6.37
C -6.04 -3.67 -7.92
O -7.42 -3.55 -8.17
C -7.94 -3.34 -9.45
H -0.51 -2.93 -3.92
H -1.50 -2.26 -2.51
H -1.03 -1.27 -3.84
H -1.84 -4.27 -5.36
H -1.45 -2.64 -6.12
H -3.23 -3.77 -7.37
H -3.77 -2.33 -6.65
H -4.51 -3.99 -4.85
H -5.86 -2.71 -6.02
H -6.51 -4.32 -5.84
H -5.59 -4.54 -8.39
H -5.55 -2.81 -8.38
H -8.79 -4.00 -9.63
H -7.28 -3.32 -10.32
H -8.32 -2.32 -9.51
```

- spin multiplicity = 2
- E_LUMO (spin up / spin down) (eV) = 1.776 / 1.691
- charge = -1
- HOMO-LUMO gap (spin up / spin down) (eV) = 1.309 / 8.523
- energy above the lowest of the compared OMol25 structures with the same formula, charge and spin (eV) = 0.331
- expectation value of S² = 0.75
- largest force on an atom (eV/Å) = 3.405

Atomic partial charges in e from the Mulliken method, atoms 1 to 99:
1 O -0.732
2 H 0.534
3 H 0.269
4 O -0.722
5 H 0.292
6 H 0.481
7 O -0.651
8 H 0.328
9 H 0.309
10 O -0.687
11 H 0.328
12 H 0.292
13 O -0.615
14 H 0.314
15 H 0.349
16 O -0.570
17 H 0.286
18 H 0.283
19 O -1.265
20 H 0.568
21 H 0.408
22 C -0.860
23 O -0.305
24 C -0.849
25 C -0.460
26 N -0.301
27 C -0.716
28 C -0.546
29 O -0.534
30 C -0.338
31 H 0.307
32 H 0.311
33 H 0.268
34 H 0.419
35 H 0.465
36 H 0.374
37 H 0.338
38 H 0.226
39 H 0.518
40 H 0.339
41 H 0.409
42 H 0.250
43 H 0.165
44 H 0.083
45 H 0.231
46 C -0.794
47 O -0.236
48 C -0.925
49 C -0.118
50 N -0.298
51 C -0.836
52 C -0.044
53 O -0.011
54 C -1.075
55 H 0.226
56 H 0.316
57 H 0.308
58 H 0.425
59 H 0.387
60 H 0.338
61 H 0.118
62 H 0.295
63 H 0.336
64 H 0.237
65 H 0.027
66 H 0.354
67 H 0.351
68 H 0.423
69 H 0.203
70 C -0.706
71 O -0.072
72 C -0.682
73 C -0.687
74 N 0.463
75 C -0.704
76 C 0.018
77 O 0.004
78 C -1.025
79 H 0.361
80 H -0.243
81 H 0.106
82 H 0.272
83 H 0.460
84 H 0.052
85 H 0.467
86 H 0.379
87 H -0.160
88 H 0.379
89 H 0.155
90 H 0.103
91 H 0.333
92 H 0.427
93 H 0.156
94 C -1.100
95 O -0.122
96 C -0.920
97 C -0.471
98 N -0.297
99 C -0.275